No. 1
{
  "formula": "C46H59IrN6PS2SbSi3",
  "method": "ωB97M-V/def2-TZVPD",
  "species": ["Ir", "Sb", "S", "S", "P", "Si", "Si", "Si", "N", "N", "N", "N", "N", "N", "C", "C", "C", "C", "C", "C", "C", "C", "C", "C", "C", "C", "C", "C", "C", "C", "C", "C", "C", "C", "C", "C", "C", "C", "C", "C", "C", "C", "C", "C", "C", "C", "C", "C", "C", "C", "C", "C", "C", "C", "C", "C", "C", "C", "C", "C", "H", "H", "H", "H", "H", "H", "H", "H", "H", "H", "H", "H", "H", "H", "H", "H", "H", "H", "H", "H", "H", "H", "H", "H", "H", "H", "H", "H", "H", "H", "H", "H", "H", "H", "H", "H", "H", "H", "H", "H", "H", "H", "H", "H", "H", "H", "H", "H", "H", "H", "H", "H", "H", "H", "H", "H", "H", "H", "H"],
  "coordinates": [[1.047, -2.225, 0.393], [1.534, -2.840, -1.977], [-0.157, -6.608, 2.098], [-1.262, -0.552, 4.171], [-3.820, 5.354, 1.594], [4.401, -2.223, -3.399], [-1.909, -1.277, -0.737], [4.001, -5.120, -1.967], [0.294, -1.670, 2.456], [0.276, -4.130, 1.296], [3.262, -2.395, 0.465], [-0.331, 1.573, -1.044], [0.176, -5.675, -0.444], [0.361, 0.721, 2.487], [-5.085, 4.278, 2.244], [2.646, -5.877, -3.082], [-1.405, 5.350, 4.760], [3.751, -5.806, -0.292], [-3.070, 0.179, -0.884], [-6.598, 7.543, -0.323], [-7.191, 2.691, 3.002], [-1.289, -2.306, 4.059], [0.468, 0.551, -0.677], [-4.598, 6.631, 0.624], [-6.436, 3.355, 3.991], [3.771, -1.869, 1.647], [-2.114, 7.184, 2.735], [-6.911, 2.817, 1.665], [-0.022, -4.105, 2.683], [-2.700, 5.902, 2.772], [-5.857, 8.313, -1.186], [1.111, -1.685, -3.731], [-4.491, 8.329, -1.044], [-0.951, 6.690, 4.743], [1.877, 0.742, -0.705], [-5.775, 3.512, 1.269], [6.286, -2.218, -3.588], [2.445, 1.908, -1.042], [0.222, 2.719, -1.416], [-2.054, -2.241, -2.337], [5.492, -2.865, -0.214], [-0.092, -0.777, -0.454], [3.912, -0.389, -3.225], [-0.415, -2.726, 3.118], [5.079, -1.924, 1.959], [-6.013, 6.679, 0.551], [-3.836, 7.547, -0.128], [3.662, -3.196, -1.904], [-0.036, -0.517, 2.935], [1.588, 2.958, -1.402], [3.754, -3.197, -4.864], [-2.270, 4.986, 3.785], [5.593, -5.718, -2.691], [-5.426, 4.226, 3.588], [-2.558, -2.466, 0.574], [-1.200, 7.544, 3.691], [5.960, -2.486, 1.002], [0.143, -5.343, 0.860], [4.124, -2.769, -0.529], [-0.118, -5.319, 3.287], [4.323, -0.150, -2.278], [-2.787, 0.972, -0.212], [-3.185, 0.508, -1.950], [4.434, -3.991, -5.140], [2.561, -0.099, -0.546], [-3.802, 8.914, -1.691], [3.538, 1.927, -1.095], [6.221, -3.217, -0.962], [-1.582, -3.197, -2.425], [1.673, -5.446, -2.899], [0.692, -0.702, -3.473], [0.167, 1.501, 3.051], [6.435, -5.495, -1.989], [2.855, -0.071, -3.290], [1.006, 0.748, 1.689], [-0.096, -6.629, -0.674], [-6.735, 3.254, 4.993], [2.818, -3.657, -4.691], [2.840, -5.926, -4.164], [-0.356, -5.463, 4.328], [-2.350, 8.031, 2.019], [6.979, -2.694, 1.312], [-1.025, 4.706, 5.581], [5.398, -1.487, 2.893], [2.588, -6.901, -2.735], [-7.996, 2.064, 3.314], [-0.274, 6.962, 5.516], [-4.053, -0.232, -0.552], [-2.736, 7.529, -0.180], [-4.755, 4.760, 4.254], [-1.757, -1.595, -3.114], [6.622, -1.176, -3.715], [-1.974, -2.929, 4.537], [-3.452, -2.851, 0.075], [-5.491, 3.580, 0.252], [6.882, -2.517, -2.703], [2.993, -1.455, 2.310], [5.903, -5.263, -3.634], [-7.697, 7.581, -0.419], [4.681, -6.363, 0.146], [6.591, -2.869, -4.421], [1.991, 3.916, -1.807], [-0.468, 3.477, -1.741], [2.921, -6.585, -0.194], [-3.060, -2.501, -2.547], [2.099, -1.586, -4.253], [5.639, -6.804, -2.746], [0.466, -2.307, -4.349], [3.697, -2.584, -5.820], [-2.664, 4.017, 3.700], [-1.910, -3.290, 0.797], [-7.509, 2.289, 0.872], [4.527, 0.151, -3.942], [-6.343, 8.910, -1.933], [3.462, -5.051, 0.425], [-0.019, -4.997, -1.134], [-0.764, 8.515, 3.619], [-2.808, -1.946, 1.476], [-6.595, 5.948, 1.044]],
  "multiplicity": 6,
  "relative_energy_kj_mol": 0.0,
  "e_lumo_ev": [-6.552, -8.750],
  "gap_ev": [7.396, 6.170],
  "total_charge": 3
}

=====

No. 2
{
  "formula": "C46H60BClCrN7O2Te",
  "method": "ωB97M-V/def2-TZVPD",
  "species": ["Te", "Cr", "Cl", "O", "O", "N", "N", "N", "N", "N", "N", "N", "C", "C", "C", "C", "C", "C", "C", "C", "C", "C", "C", "C", "C", "C", "C", "C", "C", "C", "C", "C", "C", "C", "C", "C", "C", "C", "C", "C", "C", "C", "C", "C", "C", "C", "C", "C", "C", "C", "C", "C", "C", "C", "C", "C", "C", "C", "B", "H", "H", "H", "H", "H", "H", "H", "H", "H", "H", "H", "H", "H", "H", "H", "H", "H", "H", "H", "H", "H", "H", "H", "H", "H", "H", "H", "H", "H", "H", "H", "H", "H", "H", "H", "H", "H", "H", "H", "H", "H", "H", "H", "H", "H", "H", "H", "H", "H", "H", "H", "H", "H", "H", "H", "H", "H", "H", "H", "H"],
  "coordinates": [[-3.684, 0.669, -1.235], [-1.469, 0.086, -0.170], [-4.922, -4.262, 5.280], [-0.860, -3.503, 0.567], [-2.264, -0.885, 1.282], [1.668, -0.766, -0.124], [0.885, 1.054, -1.738], [0.657, -0.725, 0.776], [-1.035, -1.320, -1.723], [-0.379, 1.461, -1.373], [-1.066, 2.047, 1.537], [0.270, -1.401, -2.128], [-2.671, 3.934, -0.640], [4.160, -1.371, -0.175], [-1.582, 3.820, -1.715], [1.367, 2.278, 1.342], [0.075, 2.833, 1.413], [-4.196, -1.892, 4.134], [-0.794, -3.080, -3.060], [-0.473, 2.768, -1.668], [1.139, 5.026, 1.139], [1.634, -2.975, -3.692], [-3.177, -2.614, -2.284], [0.012, 4.247, 1.332], [-3.368, 2.191, 2.283], [2.806, -1.209, 0.457], [-3.245, -3.873, 3.182], [4.123, 1.718, -2.035], [0.432, -2.472, -2.935], [2.137, -2.006, -4.760], [-3.967, 3.322, 4.342], [-1.696, -2.340, -2.293], [-4.052, -3.277, 4.107], [-3.558, -1.129, 3.193], [0.395, -1.283, 3.224], [2.512, -1.472, 1.776], [2.772, -3.454, -2.795], [-3.729, -3.041, -0.929], [1.580, 2.099, -2.237], [0.198, 0.078, 3.892], [-4.319, 2.610, 3.198], [2.496, 3.067, 1.171], [1.083, -2.259, 4.178], [-2.226, 3.783, -3.111], [-1.659, 3.200, 3.630], [2.403, 4.448, 1.049], [-2.554, -3.122, 2.219], [-3.550, -3.674, -3.326], [2.946, 2.208, -2.871], [-2.752, -1.683, 2.157], [4.676, -2.804, 0.006], [-1.999, 2.486, 2.449], [-1.621, -3.885, 1.408], [-2.618, 3.600, 4.546], [2.993, 1.604, -4.280], [1.155, -1.158, 1.936], [5.159, -0.388, 0.450], [0.750, 3.185, -2.199], [1.352, -0.419, -1.601], [-2.835, 4.683, -3.259], [4.090, -1.159, -1.240], [-4.813, -1.426, 4.892], [-0.311, 0.753, 3.207], [-3.313, -4.009, -0.628], [-2.405, 3.391, 0.257], [2.342, -0.554, -2.264], [-0.956, 4.725, 1.414], [3.937, -3.532, -0.327], [-2.870, 2.904, -3.188], [4.803, 0.639, 0.363], [2.051, 1.763, -4.807], [3.800, 2.059, -4.863], [-3.114, -4.950, 3.188], [-3.234, -3.390, -4.333], [5.064, 1.912, -2.560], [3.473, 2.593, 1.159], [-4.636, -3.797, -3.330], [1.164, 0.519, 4.165], [-3.483, -2.301, -0.173], [-1.622, -4.972, 1.658], [2.690, -1.194, -4.298], [-0.989, -3.975, -3.628], [-1.465, 3.742, -3.898], [-2.306, 4.134, 5.439], [-4.718, 3.654, 5.051], [2.392, -4.147, -2.041], [-3.668, -1.678, -2.553], [-3.667, 1.635, 1.400], [4.048, 0.649, -1.851], [1.483, 1.212, 1.453], [0.453, -2.422, 5.056], [-0.618, 3.425, 3.823], [3.289, 5.056, 0.902], [-4.818, -3.128, -0.980], [2.803, -2.518, -5.461], [4.144, 2.235, -1.074], [5.291, -0.613, 1.511], [-3.667, -0.058, 3.212], [-2.814, 4.993, -0.383], [-0.412, -0.023, 4.796], [0.997, 4.188, -2.510], [-5.364, 2.369, 3.019], [3.231, -2.611, -2.281], [1.303, -1.578, -5.319], [3.196, -1.836, 2.528], [1.032, 6.105, 1.065], [3.075, 3.286, -2.990], [-0.581, -1.686, 2.999], [-3.102, -4.643, -3.078], [3.181, 0.535, -4.227], [-3.615, 3.530, -0.989], [2.045, -1.863, 4.521], [1.257, -3.225, 3.694], [-1.003, 4.744, -1.650], [3.543, -3.961, -3.384], [5.599, -2.956, -0.562], [1.251, -3.851, -4.220], [4.889, -2.996, 1.061], [6.133, -0.464, -0.045]],
  "multiplicity": 4,
  "relative_energy_kj_mol": 36.2,
  "e_lumo_ev": [4.068, 4.067],
  "gap_ev": [4.544, 4.849],
  "total_charge": -2
}

=====

No. 3
{
  "formula": "C46H60BF7O6SrTe",
  "method": "ωB97M-V/def2-TZVPD",
  "species": ["Te", "Sr", "F", "F", "F", "F", "F", "F", "F", "O", "O", "O", "O", "O", "O", "C", "C", "C", "C", "C", "C", "C", "C", "C", "C", "C", "C", "C", "C", "C", "C", "C", "C", "C", "C", "C", "C", "C", "C", "C", "C", "C", "C", "C", "C", "C", "C", "C", "C", "C", "C", "C", "C", "C", "C", "C", "C", "C", "C", "C", "C", "B", "H", "H", "H", "H", "H", "H", "H", "H", "H", "H", "H", "H", "H", "H", "H", "H", "H", "H", "H", "H", "H", "H", "H", "H", "H", "H", "H", "H", "H", "H", "H", "H", "H", "H", "H", "H", "H", "H", "H", "H", "H", "H", "H", "H", "H", "H", "H", "H", "H", "H", "H", "H", "H", "H", "H", "H", "H", "H", "H", "H"],
  "coordinates": [[5.448, 1.214, 4.032], [2.657, 0.957, 2.178], [3.776, 0.121, 4.461], [-4.096, 1.386, 2.036], [5.231, 0.395, 2.304], [-3.338, -0.561, 1.186], [0.855, 0.891, 3.676], [6.273, -0.685, 4.302], [7.090, 1.978, 3.486], [4.241, 2.410, 3.298], [1.259, 3.236, 0.945], [2.299, -1.756, 1.689], [1.248, 0.036, 6.105], [0.072, 0.029, 1.229], [2.859, 1.193, -0.122], [1.830, -2.324, -0.674], [2.806, -0.406, -1.943], [1.134, -0.164, -6.048], [-0.677, -0.219, 2.201], [-3.165, 0.983, 6.513], [3.650, -0.641, -6.200], [-0.729, -1.448, 2.984], [-4.193, 3.497, -2.298], [-4.062, -1.334, 5.584], [0.202, 2.985, 0.079], [2.774, 1.711, -6.605], [-0.673, -3.444, 0.273], [-2.093, 2.518, -0.220], [-2.063, -0.230, 4.681], [1.473, -2.291, 0.698], [-3.532, 1.020, -2.339], [-3.088, 2.440, -2.598], [2.534, 0.343, -5.746], [1.876, 3.302, -1.697], [-2.758, 2.714, -4.092], [-1.757, -3.004, -3.066], [1.149, 4.620, 1.447], [-1.668, 0.880, 2.563], [-1.135, 2.291, 2.131], [-1.805, -1.077, 6.987], [0.170, -2.775, 1.145], [-0.336, -3.469, -1.034], [2.440, 1.816, -3.608], [2.778, -0.491, -3.351], [-0.390, -5.094, -3.001], [0.440, 3.193, -1.273], [-1.191, -4.121, -2.119], [2.371, 1.958, -2.267], [-2.815, -0.513, 5.965], [2.714, 0.895, -1.372], [-2.426, -4.770, -1.510], [-1.941, 2.725, -1.608], [0.876, -2.926, -1.477], [-0.688, 2.941, -2.163], [-1.020, 2.555, 0.633], [2.748, 0.530, -4.236], [3.060, -1.716, -1.197], [-1.429, -1.409, 4.125], [-1.995, 0.963, 4.023], [-0.037, -2.748, 2.595], [3.542, -2.384, 1.996], [-3.019, 0.584, 1.832], [-4.881, 3.512, -3.134], [-4.564, -1.729, 6.491], [-2.752, 0.286, -2.648], [-0.745, -3.574, 2.851], [1.942, 4.813, 2.152], [0.985, -2.928, -2.525], [-1.046, -5.455, -3.777], [3.603, -2.454, -1.800], [-3.088, 2.415, 0.132], [0.528, -4.749, -3.460], [0.890, -2.827, 3.190], [0.966, -0.533, -7.084], [-0.098, 2.433, 2.524], [-2.394, -3.438, -3.830], [3.741, -2.261, 3.084], [4.331, -2.018, 1.387], [-3.801, 4.499, -2.066], [-3.755, 1.581, 5.834], [4.581, -0.152, -5.996], [2.213, -0.001, 6.192], [0.807, -0.893, -5.338], [-0.930, -2.531, -3.592], [-2.157, 1.918, 4.400], [-3.045, -5.299, -2.285], [-2.971, -3.930, -1.078], [-4.774, 3.217, -1.430], [-3.787, 0.968, 7.447], [3.639, -1.578, -5.605], [-4.694, -0.697, 5.025], [-3.463, 0.940, -1.295], [-0.039, -5.956, -2.411], [-0.908, -0.590, 6.729], [-2.239, 3.681, -4.216], [2.501, 3.691, -0.885], [-1.355, -2.331, 4.788], [1.988, 2.432, -6.547], [1.154, 5.329, 0.612], [2.925, 1.513, -7.645], [1.809, 4.016, -2.556], [-2.037, 1.919, -4.451], [3.573, -3.481, 1.875], [3.610, 2.321, -6.233], [3.785, -1.422, -0.399], [1.199, 0.345, 5.211], [-0.655, 2.951, -3.242], [-2.229, 1.499, 6.758], [-2.098, -5.483, -0.737], [0.279, 4.646, 2.085], [-3.811, -2.215, 5.017], [-1.739, -2.142, 6.813], [-2.308, -2.266, -2.533], [3.527, -0.879, -7.270], [-3.631, 2.645, -4.687], [2.966, -1.531, -3.763], [2.234, 2.723, -4.243], [-1.542, -3.895, 0.675], [-1.700, 3.069, 2.525], [-2.163, -0.755, 7.964], [-4.509, 0.667, -2.761], [0.380, 0.657, -5.754]],
  "multiplicity": 1,
  "e_lumo_ev": 3.701,
  "gap_ev": 5.999,
  "total_charge": -2
}